Record 1
A gas-phase ion, C5H13N2 (charge +1). Source: the OMol25 dataset; level of theory: the ωB97M-V functional and the def2-TZVPD basis.

XYZ file:
```
20
Properties=species:S:1:pos:R:3:mulliken_charge:R:1
C -2.249 0.329 0.845 -1.4712
C -0.768 0.479 0.518 0.1402
C -0.100 -0.901 0.349 -0.8844
C 1.340 -0.749 -0.097 0.6078
C 2.415 -0.908 0.668 -1.0626
N 1.423 -0.326 -1.461 -0.5808
N -0.653 1.293 -0.775 -0.2491
H -2.739 -0.260 0.071 0.4264
H -2.694 1.329 0.817 0.4354
H -2.371 -0.085 1.838 0.3781
H -0.241 1.091 1.247 0.3493
H -0.126 -1.260 1.379 0.4344
H -0.637 -1.581 -0.310 0.3277
H 2.345 -1.354 1.650 0.2788
H 3.397 -0.637 0.305 0.2561
H 2.279 0.085 -1.779 0.2242
H 1.162 -1.030 -2.130 0.2455
H -0.369 2.251 -0.528 0.3681
H 0.126 0.796 -1.344 0.4004
H -1.540 1.440 -1.262 0.3757
```

Net charge = +1
Structure (SMILES) = C=C(N)C[C@H](C)[NH3+]
Energy = -8369.5370 eV
Gap between HOMO and LUMO = 10.0114 eV


Record 2
2 unconnected molecules or ions with the total composition C5H13N2. Source: the OMol25 dataset; level of theory: the ωB97M-V functional and the def2-TZVPD basis.

XYZ file:
```
20
Properties=species:S:1:pos:R:3:mulliken_charge:R:1
C -2.238 0.129 -0.357 0.0835
C 2.430 -0.414 -0.285 -1.2250
C 0.728 1.312 0.286 -1.0619
C -0.465 -1.481 -0.289 -0.9938
C 1.253 -0.124 0.514 0.3026
N -3.275 0.779 0.100 -0.3783
N -1.651 -0.900 0.159 -0.0826
H -1.763 0.413 -1.360 0.3161
H 2.785 -1.487 -0.139 0.3167
H 2.373 -0.215 -1.390 0.3436
H 3.176 0.301 0.073 0.3941
H 0.899 1.617 -0.765 0.2817
H 1.289 1.917 1.037 0.3833
H -0.350 1.357 0.476 0.3039
H -0.233 -1.382 -1.255 0.4047
H -0.157 -2.329 0.175 0.4955
H 1.370 -0.348 1.562 0.3037
H -3.753 1.460 -0.547 0.2948
H -3.606 0.810 1.135 0.2653
H -2.143 -1.066 1.091 0.2519
```

Net charge = +1
Energy = -8366.6880 eV
Gap between HOMO and LUMO (alpha / beta) = 8.4895 / 8.4888 eV


Record 3
2 unconnected molecules or ions with the total composition C5H13N2. Source: the OMol25 dataset; level of theory: the ωB97M-V functional and the def2-TZVPD basis.

XYZ file:
```
20
Properties=species:S:1:pos:R:3:mulliken_charge:R:1
C -0.321 0.644 0.612 -0.5436
C 0.771 0.379 1.483 -0.4399
C 0.930 -0.287 -0.017 0.6893
C 0.600 -1.568 -0.290 -0.1087
N 1.142 -2.164 -1.432 -0.5277
C 1.918 0.527 -0.839 -1.3417
N -3.537 1.434 0.351 -0.6889
H -1.109 -0.088 0.635 0.2661
H -0.445 1.623 0.273 0.3322
H 0.643 -0.322 2.304 0.2806
H 1.761 0.804 1.578 0.3138
H 0.386 -2.337 0.452 0.3930
H 0.526 -2.816 -1.897 0.2651
H 2.079 -2.517 -1.306 0.2646
H 1.361 1.445 -1.017 0.3670
H 2.073 0.089 -1.815 0.4049
H 2.879 0.781 -0.403 0.3600
H -4.102 1.351 -0.479 0.2256
H -3.716 0.715 1.036 0.2489
H -3.840 2.307 0.769 0.2395
```

Net charge = +1
Energy = -8366.2482 eV
Gap between HOMO and LUMO = 7.7168 eV


Record 4
2 unconnected molecules or ions with the total composition C5H13N2. Source: the OMol25 dataset; level of theory: the ωB97M-V functional and the def2-TZVPD basis.

XYZ file:
```
20
Properties=species:S:1:pos:R:3:mulliken_charge:R:1
C -0.838 -2.193 1.437 -0.7861
N 0.197 -2.408 0.387 -0.1849
C 0.615 -1.195 -0.412 -0.9542
H -1.072 -3.141 1.910 0.3420
H -0.532 -1.406 2.117 0.3306
H -1.738 -1.850 0.925 0.3491
H -0.139 -3.108 -0.272 0.3748
H 1.017 -2.835 0.817 0.3756
H -0.275 -0.916 -0.966 0.4511
H 1.418 -1.503 -1.074 0.3148
H 0.893 -0.415 0.286 0.3769
C 0.547 1.965 -1.327 0.1712
C 1.138 3.068 -0.860 -0.7901
C -1.268 1.917 0.176 -0.4164
N -0.723 1.472 -0.886 -0.4221
H 0.988 1.300 -2.056 0.4013
H 0.624 3.748 -0.199 0.2425
H 2.117 3.364 -1.210 0.2562
H -2.287 1.597 0.358 0.3168
H -0.683 2.538 0.849 0.2510
```

Net charge = +1
Energy = -8367.6200 eV
Gap between HOMO and LUMO = 8.8721 eV